77
Properties=species:S:1:pos:R:3 method="wB97M-V/def2-TZVPD" mol_weight_g_mol=550.5 total_charge=0 e_homo_ev=-9.289 largest_force_ha_per_bohr=0.0140 smiles="CCCCCCCCCCOC(=O)OC[C@H](C)I.COCCOC.COCCOC" homo_lumo_gap_ev=9.76 energy_ev=-46006.2689
C -3.039 4.356 4.678
C -2.239 3.127 4.189
C -2.073 3.046 2.659
C -2.265 1.619 2.112
C -1.007 0.739 2.222
C -0.709 -0.098 0.966
C -0.128 -1.495 1.260
C 0.877 -1.916 0.193
C 1.485 -3.318 0.345
C 0.569 -4.377 0.917
O -0.686 -4.341 0.202
C -1.647 -5.077 0.812
O -2.444 -4.629 1.582
O -1.593 -6.390 0.488
C -1.460 -6.705 -0.900
C -2.732 -7.272 -1.579
C -3.116 -6.438 -2.786
I -4.404 -7.443 -0.263
H -2.487 4.896 5.444
H -4.000 4.059 5.096
H -3.247 5.042 3.860
H -1.249 3.176 4.643
H -2.721 2.226 4.565
H -1.076 3.396 2.396
H -2.811 3.690 2.181
H -3.077 1.157 2.674
H -2.590 1.674 1.073
H -0.150 1.376 2.446
H -1.121 0.047 3.057
H -0.045 0.443 0.289
H -1.648 -0.227 0.425
H 0.342 -1.474 2.246
H -0.962 -2.189 1.314
H 0.446 -1.780 -0.798
H 1.700 -1.198 0.251
H 2.382 -3.272 0.962
H 1.800 -3.674 -0.639
H 0.402 -4.260 1.989
H 1.015 -5.364 0.767
H -0.659 -7.439 -0.973
H -1.145 -5.822 -1.451
H -2.513 -8.287 -1.896
H -3.962 -6.868 -3.317
H -2.279 -6.376 -3.486
H -3.380 -5.423 -2.492
C 0.489 -0.872 -6.076
O 1.816 -0.383 -6.006
C 2.096 0.325 -4.810
C 2.879 -0.518 -3.830
O 2.113 -1.610 -3.348
C 2.446 -2.845 -3.953
H 0.429 -1.525 -6.945
H 0.222 -1.442 -5.182
H -0.223 -0.049 -6.204
H 1.170 0.673 -4.344
H 2.693 1.203 -5.078
H 3.150 0.101 -2.969
H 3.803 -0.873 -4.297
H 3.432 -3.188 -3.620
H 2.439 -2.774 -5.043
H 1.698 -3.572 -3.640
C 0.278 7.075 2.437
O 0.355 5.830 1.768
C 1.051 5.890 0.534
C 2.453 5.339 0.655
O 3.267 6.149 1.486
C 3.443 5.627 2.789
H -0.122 6.885 3.432
H 1.261 7.543 2.531
H -0.398 7.758 1.912
H 1.082 6.918 0.160
H 0.494 5.283 -0.188
H 2.912 5.316 -0.338
H 2.417 4.314 1.036
H 4.073 4.731 2.768
H 2.486 5.382 3.257
H 3.941 6.392 3.382

=====

103
Properties=species:S:1:pos:R:3 method="wB97M-V/def2-TZVPD" mol_weight_g_mol=1246.2 total_charge=+1 e_homo_ev=-10.769 largest_force_ha_per_bohr=0.0991 homo_lumo_gap_ev=7.92 energy_ev=-112544.6872
Hg -0.640 1.904 0.258
Pb 1.838 -2.745 0.215
O -0.549 -3.495 -0.403
C -1.443 -3.973 -1.093
O -1.405 -5.128 -1.710
B -2.669 -5.471 -2.393
O -3.463 -4.244 -2.214
C -2.791 -3.358 -1.413
O -3.215 -2.290 -0.969
O -3.259 -6.632 -1.830
C -3.853 -7.341 -2.874
O -4.690 -8.176 -2.825
C -3.158 -6.781 -4.128
O -2.583 -5.679 -3.797
O -3.179 -7.240 -5.285
C -2.907 4.862 -2.421
F -4.165 5.206 -2.644
F -2.146 4.948 -3.515
F -2.357 5.667 -1.482
S -2.940 2.972 -1.824
O -3.115 2.982 -0.365
O -3.905 2.311 -2.622
N -1.203 2.533 -1.819
S -0.732 2.192 -3.280
O -0.073 0.905 -3.302
O -1.647 2.484 -4.359
C 0.717 3.461 -3.367
F 0.344 4.604 -2.835
F 1.787 2.885 -2.816
F 0.941 3.654 -4.602
B 0.826 -0.161 0.278
H 1.829 -0.486 0.047
H 0.889 0.473 1.149
H 0.324 0.358 -0.524
H 0.311 -1.072 0.539
C 2.462 -1.080 -4.340
C 2.508 -1.815 -3.076
C 3.595 -1.327 -2.142
O 3.857 -2.115 -0.927
C 4.987 -1.612 -0.205
N 1.263 -1.904 -2.365
H 2.908 -0.087 -4.279
H 1.473 -0.971 -4.783
H 3.059 -1.716 -4.994
H 2.754 -2.810 -3.448
H 3.200 -0.344 -1.885
H 4.482 -1.207 -2.764
H 4.888 -0.548 0.007
H 5.834 -1.751 -0.876
H 5.064 -2.108 0.763
H 0.662 -2.282 -3.082
H 1.024 -0.944 -2.158
C -0.700 -3.447 3.860
C 0.134 -2.838 2.802
C 1.179 -1.913 3.391
O 2.193 -1.499 2.394
C 3.255 -0.598 2.829
N 0.626 -3.948 2.109
H -1.624 -3.905 3.508
H -1.059 -2.645 4.505
H -0.120 -4.189 4.408
H -0.571 -2.323 2.150
H 1.687 -2.431 4.205
H 0.667 -1.114 3.928
H 2.880 0.389 3.098
H 3.936 -0.381 2.006
H 3.917 -0.915 3.634
H -0.201 -4.527 2.108
H 1.109 -4.380 2.883
C -4.168 0.019 2.043
C -2.907 0.833 1.807
C -1.876 0.719 2.947
O -0.639 1.436 2.564
C 0.114 1.766 3.710
N -2.365 0.204 0.552
H -4.682 -0.203 1.108
H -4.905 0.530 2.663
H -3.972 -0.843 2.680
H -3.072 1.910 1.779
H -1.495 -0.290 3.109
H -2.253 1.069 3.908
H 0.208 1.011 4.489
H -0.396 2.584 4.219
H 1.113 2.044 3.371
H -3.190 0.133 -0.025
H -2.058 -0.741 0.734
C 0.096 6.102 1.377
C 0.157 4.731 0.685
C 1.490 4.142 0.886
O 1.605 3.010 0.115
C 2.946 2.495 0.145
N -0.781 3.996 1.367
H -0.783 6.595 0.962
H 0.952 6.742 1.164
H 0.087 5.943 2.455
H -0.143 4.865 -0.354
H 1.726 3.877 1.917
H 2.305 4.811 0.608
H 3.577 3.113 -0.493
H 2.955 1.517 -0.336
H 3.437 2.392 1.113
H -0.489 4.118 2.326
H -1.638 4.529 1.372